Record 1
Here is a single C5H13N2O2P molecule from OMol25. Energies are from ωB97M-V/def2-TZVPD.

Last column: Mulliken charge in e.
Cartesian coordinates (Å):
C (-1.517, 2.041, -0.507)  -1.32
C (-1.591, 0.781, 0.297)  0.80
N (-0.716, 0.199, 0.994)  -0.34
C (0.644, 0.644, 1.145)  -0.86
C (1.555, 0.137, 0.016)  -0.30
C (1.775, -1.388, 0.009)  -0.73
N (0.645, -2.199, -0.396)  -0.63
P (-3.267, -0.081, 0.310)  0.09
O (-3.352, -0.514, -1.248)  -0.44
O (-2.784, -1.537, 0.887)  -0.49
H (-1.379, 1.796, -1.561)  0.27
H (-0.698, 2.688, -0.198)  0.34
H (-2.466, 2.564, -0.412)  0.46
H (0.998, 0.240, 2.099)  0.38
H (0.711, 1.741, 1.187)  0.30
H (2.528, 0.617, 0.128)  0.36
H (1.137, 0.445, -0.948)  0.19
H (2.595, -1.609, -0.684)  0.35
H (2.084, -1.722, 1.004)  0.36
H (0.346, -1.919, -1.328)  0.27
H (-0.141, -2.032, 0.230)  0.29
H (-2.718, -1.212, -1.448)  0.32
H (-2.571, -1.507, 1.819)  0.32

Summary:
SMILES: C/C(=N\CCCN)P(O)O
ΔE to the lowest compared entry with this formula, charge and spin: 32.1 kcal per mole
Kohn-Sham gap: 9.30 eV
HOMO energy: -8.487 eV
max |F|: 0.0113 hartree/bohr

---

Record 2
Here is a molecular structure, C46H43FI2N5O3P2S2W from OMol25. Energies are from ωB97M-V/def2-TZVPD.

Last column: Mulliken charge in e.
Cartesian coordinates (Å):
W (-0.196, 0.183, -0.349)  0.46
S (1.987, -0.163, 1.094)  -0.90
P (0.513, -0.174, 2.523)  2.71
C (-0.962, -0.314, 1.706)  -1.39
P (-1.785, -1.733, 1.326)  1.42
S (-0.904, -2.314, -0.410)  -0.73
C (-1.848, -3.077, 2.534)  0.71
C (-1.539, -4.380, 2.164)  -0.22
C (-1.635, -5.405, 3.096)  -0.70
C (-2.027, -5.124, 4.397)  -0.54
C (-2.331, -3.820, 4.767)  -0.63
C (-2.252, -2.796, 3.837)  -0.31
C (-3.523, -1.350, 0.995)  0.83
C (-4.003, -0.072, 1.255)  -0.33
C (-5.333, 0.231, 0.991)  -0.66
C (-6.177, -0.741, 0.473)  -0.53
C (-5.696, -2.020, 0.216)  -0.68
C (-4.370, -2.326, 0.475)  -0.68
C (0.863, -1.402, 3.804)  0.59
C (1.304, -2.668, 3.423)  -0.26
C (1.507, -3.646, 4.382)  -0.68
C (1.276, -3.363, 5.723)  -0.56
C (0.840, -2.103, 6.105)  -0.72
C (0.630, -1.120, 5.148)  -0.60
C (0.651, 1.413, 3.380)  -0.08
C (1.880, 1.803, 3.914)  -0.51
C (1.979, 2.997, 4.607)  -0.73
C (0.858, 3.808, 4.758)  -0.59
C (-0.358, 3.426, 4.214)  -0.65
C (-0.465, 2.222, 3.528)  -0.01
H (-1.215, -4.590, 1.151)  0.41
H (-1.399, -6.421, 2.806)  0.42
H (-2.095, -5.921, 5.126)  0.41
H (-2.632, -3.602, 5.784)  0.43
H (-2.498, -1.778, 4.119)  0.33
H (-3.321, 0.676, 1.641)  0.42
H (-5.707, 1.228, 1.186)  0.43
H (-7.213, -0.504, 0.266)  0.39
H (-6.357, -2.775, -0.190)  0.41
H (-3.989, -3.319, 0.268)  0.40
H (1.485, -2.876, 2.374)  0.25
H (1.843, -4.632, 4.085)  0.42
H (1.437, -4.129, 6.471)  0.42
H (0.664, -1.882, 7.150)  0.42
H (0.295, -0.134, 5.444)  0.42
H (2.750, 1.171, 3.782)  0.40
H (2.929, 3.300, 5.029)  0.42
H (0.939, 4.745, 5.295)  0.39
H (-1.223, 4.069, 4.305)  0.45
H (-1.399, 1.918, 3.072)  0.22
F (4.253, 2.354, -5.094)  -0.35
C (3.556, 3.170, -4.273)  0.15
C (2.732, 2.613, -3.338)  -0.14
C (2.040, 3.430, -2.446)  0.72
C (1.157, 2.828, -1.454)  0.55
O (1.080, 1.582, -1.418)  -0.09
C (0.460, 3.721, -0.609)  0.26
C (0.665, 5.058, -0.739)  -0.39
N (1.473, 5.627, -1.660)  0.35
C (1.619, 7.066, -1.696)  -0.26
C (0.410, 7.921, -1.494)  -1.04
C (1.037, 7.830, -2.853)  -0.47
C (2.185, 4.822, -2.535)  -0.50
C (3.015, 5.366, -3.518)  -0.59
C (3.709, 4.552, -4.396)  -1.54
N (4.533, 5.157, -5.381)  0.39
C (4.757, 4.482, -6.653)  -0.67
C (5.367, 5.510, -7.626)  -0.72
N (5.045, 6.883, -7.114)  -0.15
C (5.786, 7.169, -5.835)  -0.76
C (5.702, 5.907, -4.958)  -0.67
C (-0.578, 3.281, 0.385)  -0.16
O (-1.139, 4.128, 1.057)  -0.77
O (-0.823, 2.021, 0.429)  0.13
H (2.619, 1.539, -3.266)  0.47
H (0.133, 5.721, -0.071)  0.84
H (2.556, 7.414, -1.277)  0.43
H (0.539, 8.827, -0.920)  0.25
H (-0.542, 7.428, -1.356)  0.37
H (1.588, 8.681, -3.230)  0.31
H (0.504, 7.252, -3.597)  0.25
H (3.102, 6.439, -3.622)  0.71
H (3.802, 4.116, -7.027)  0.51
H (5.438, 3.630, -6.587)  0.42
H (4.969, 5.405, -8.632)  0.38
H (6.452, 5.442, -7.671)  0.36
H (4.045, 6.906, -6.903)  0.38
H (5.245, 7.596, -7.814)  0.33
H (5.299, 8.023, -5.369)  0.42
H (6.808, 7.435, -6.093)  0.38
H (5.607, 6.192, -3.914)  0.51
H (6.619, 5.313, -5.055)  0.33
I (1.538, -2.209, -5.973)  0.12
C (1.488, -1.680, -3.980)  -1.00
C (2.465, -1.901, -3.031)  -0.18
N (2.017, -1.361, -1.890)  0.13
N (0.797, -0.832, -2.039)  0.27
C (0.456, -1.017, -3.305)  -0.26
H (3.420, -2.394, -3.096)  0.49
H (2.393, -1.425, -0.948)  0.03
H (-0.483, -0.650, -3.685)  0.44
I (-1.839, 2.011, -3.135)  -0.13
C (-1.964, 0.465, -1.587)  -1.82
H (-2.807, 0.827, -1.000)  0.52
H (-2.319, -0.394, -2.157)  0.62

Summary:
spin multiplicity: 3
net charge: +1
ΔE to the lowest compared entry with this formula, charge and spin: 10.8 kcal per mole
Kohn-Sham gap (spin up / spin down): 4.79 / 5.32 eV
HOMO energy (spin up / spin down): -8.099 / -8.633 eV
max |F|: 0.0110 hartree/bohr

---

Record 3
Here is a molecular structure, C27H23F6N2NiO4P2S2 from OMol25. Energies are from ωB97M-V/def2-TZVPD.

Last column: Mulliken charge in e.
Cartesian coordinates (Å):
Ni (0.787, -0.802, -0.777)  0.34
F (2.226, -5.312, -2.432)  -0.18
C (1.866, -4.259, -3.139)  0.51
F (2.683, -4.083, -4.157)  -0.17
F (0.621, -4.396, -3.565)  -0.18
S (1.902, -2.768, -2.051)  1.15
O (1.072, -3.047, -0.881)  -0.62
O (1.348, -1.625, -2.787)  -0.70
N (3.437, -2.642, -1.744)  -0.55
S (3.878, -1.269, -1.088)  1.16
O (5.138, -1.342, -0.449)  -0.64
O (2.765, -0.696, -0.294)  -0.20
C (4.096, -0.050, -2.496)  0.66
F (4.371, -0.694, -3.615)  -0.23
F (5.091, 0.761, -2.180)  -0.23
F (2.989, 0.676, -2.661)  -0.17
C (-1.193, 1.845, 1.922)  -1.03
N (-0.960, 0.869, 0.844)  0.67
P (-0.479, -0.735, 1.196)  0.86
C (-1.974, -1.703, 1.452)  0.48
C (-1.819, -3.077, 1.642)  -0.59
C (-2.933, -3.869, 1.860)  -0.73
C (-4.198, -3.295, 1.893)  -0.52
C (-4.354, -1.931, 1.704)  -0.85
C (-3.241, -1.131, 1.478)  -0.15
C (0.358, -0.760, 2.790)  0.36
C (1.752, -0.732, 2.836)  -0.44
C (2.402, -0.729, 4.061)  -0.78
C (1.664, -0.751, 5.236)  -0.47
C (0.276, -0.783, 5.195)  -0.77
C (-0.379, -0.794, 3.975)  -0.34
P (-0.190, 1.252, -0.631)  0.81
C (-1.446, 1.246, -1.931)  0.53
C (-2.546, 0.397, -1.819)  -0.33
C (-3.400, 0.224, -2.897)  -0.83
C (-3.155, 0.889, -4.090)  -0.50
C (-2.056, 1.730, -4.208)  -0.72
C (-1.197, 1.906, -3.134)  -0.67
C (0.504, 2.893, -0.569)  0.42
C (1.888, 3.026, -0.456)  -0.30
C (2.454, 4.291, -0.407)  -0.71
C (1.640, 5.413, -0.467)  -0.50
C (0.261, 5.283, -0.581)  -0.87
C (-0.313, 4.024, -0.638)  -0.26
H (-1.919, 1.440, 2.626)  0.33
H (-1.602, 2.764, 1.508)  0.40
H (-0.271, 2.073, 2.458)  0.36
H (-0.830, -3.522, 1.616)  0.43
H (-2.817, -4.935, 2.004)  0.43
H (-5.065, -3.919, 2.066)  0.41
H (-5.340, -1.488, 1.732)  0.46
H (-3.362, -0.065, 1.325)  0.32
H (2.329, -0.723, 1.921)  0.36
H (3.483, -0.717, 4.097)  0.46
H (2.173, -0.753, 6.191)  0.40
H (-0.294, -0.810, 6.113)  0.43
H (-1.461, -0.847, 3.945)  0.41
H (-2.747, -0.113, -0.886)  0.28
H (-4.259, -0.428, -2.808)  0.45
H (-3.821, 0.752, -4.931)  0.42
H (-1.868, 2.251, -5.137)  0.43
H (-0.339, 2.560, -3.230)  0.45
H (2.513, 2.143, -0.410)  0.25
H (3.527, 4.401, -0.325)  0.46
H (2.084, 6.399, -0.430)  0.41
H (-0.365, 6.163, -0.634)  0.43
H (-1.385, 3.921, -0.753)  0.49

Summary:
spin multiplicity: 3
net charge: +1
Kohn-Sham gap (spin up / spin down): 8.87 / 8.13 eV
HOMO energy (spin up / spin down): -11.469 / -12.173 eV
max |F|: 0.0110 hartree/bohr

---

Record 4
Here is a molecular structure, C37H40BF4LiO13 at a distorted geometry from OMol25. Energies are from ωB97M-V/def2-TZVPD.

Last column: Mulliken charge in e.
Cartesian coordinates (Å):
Li (4.162, 0.287, 4.099)  0.90
B (1.804, 0.608, 1.585)  0.42
F (0.397, 0.850, 1.920)  -0.57
F (1.795, -0.404, 0.793)  0.35
F (2.304, 1.724, 0.968)  -0.35
F (2.549, 0.284, 2.792)  -0.37
C (3.981, 4.214, 3.812)  -0.46
O (3.900, 2.836, 3.449)  -0.42
H (4.615, 4.865, 3.087)  0.25
H (4.208, 4.090, 4.903)  0.25
H (2.939, 4.702, 3.823)  0.14
H (3.518, 2.885, 2.504)  0.18
C (-2.170, -0.420, -4.904)  -0.42
C (-1.280, -0.854, -3.959)  -0.23
C (-0.609, -0.051, -3.084)  0.28
C (-0.804, 1.363, -3.280)  0.00
C (-1.787, 1.826, -4.217)  -1.44
C (-2.411, 0.906, -5.045)  1.01
O (-3.275, 1.339, -6.014)  -0.54
O (0.065, -0.496, -2.010)  -0.09
H (-2.738, -1.193, -5.488)  0.25
H (-1.089, -2.055, -4.010)  0.14
H (-0.179, 1.872, -2.567)  0.41
H (-1.725, 2.863, -4.445)  0.49
H (-3.470, 0.676, -6.563)  0.26
H (0.364, 0.087, -1.522)  -0.21
C (2.804, 2.219, -4.864)  -0.21
C (2.557, 3.026, -3.690)  -0.51
C (2.653, 2.485, -2.393)  0.23
C (3.110, 1.179, -2.313)  -0.40
C (3.294, 0.372, -3.467)  -1.00
C (3.129, 0.931, -4.689)  0.44
O (3.273, 0.198, -5.888)  -0.52
O (2.562, 3.151, -1.235)  -0.53
H (2.816, 2.630, -5.975)  0.22
H (2.257, 4.082, -3.777)  0.38
H (3.257, 0.606, -1.450)  0.53
H (3.370, -0.572, -3.266)  0.79
H (4.062, 0.235, -6.194)  0.26
H (2.502, 2.445, -0.680)  0.33
C (4.260, -6.199, 2.184)  -0.64
C (4.232, -5.526, 0.931)  -0.46
C (3.375, -4.427, 0.821)  0.46
C (2.540, -4.019, 1.900)  -0.51
C (2.524, -4.701, 3.043)  -0.59
C (3.417, -5.769, 3.264)  0.10
O (3.647, -6.267, 4.526)  -0.53
O (3.444, -3.715, -0.414)  -0.59
H (4.923, -6.906, 2.238)  0.59
H (4.914, -5.898, 0.049)  0.28
H (2.102, -3.126, 1.776)  0.52
H (1.873, -4.386, 3.734)  0.72
H (4.487, -6.558, 4.744)  0.31
H (2.580, -3.001, -0.399)  0.32
C (-2.792, 4.352, 1.799)  -0.22
C (-1.537, 3.915, 1.596)  -0.27
C (-0.307, 4.629, 1.943)  -0.20
C (-0.476, 5.880, 2.579)  -1.17
C (-1.774, 6.453, 2.741)  -0.75
C (-2.959, 5.662, 2.529)  0.53
O (-4.142, 6.247, 2.552)  -0.57
O (0.913, 4.056, 1.688)  -0.31
H (-3.607, 3.674, 1.470)  0.41
H (-1.445, 3.012, 1.171)  0.61
H (0.223, 6.300, 2.872)  0.98
H (-1.809, 7.357, 3.251)  0.35
H (-3.958, 7.277, 2.461)  0.36
H (0.793, 3.180, 2.079)  0.10
C (-5.099, -0.568, -1.779)  -0.94
C (-3.898, 0.171, -1.444)  0.08
C (-3.374, 0.069, -0.163)  -0.17
C (-3.836, -0.890, 0.743)  -0.22
C (-4.934, -1.802, 0.311)  -0.88
C (-5.531, -1.620, -0.960)  0.45
O (-6.544, -2.438, -1.216)  -0.51
O (-2.294, 0.694, 0.030)  -0.03
H (-5.477, -0.438, -2.746)  0.51
H (-3.457, 0.805, -2.277)  0.28
H (-3.420, -0.837, 1.845)  0.26
H (-5.086, -2.395, 1.070)  0.62
H (-6.634, -3.158, -0.784)  0.26
H (-2.351, 0.750, 1.037)  0.16
C (-1.477, -2.952, 0.212)  0.34
C (-0.840, -2.223, 1.154)  0.62
C (-0.827, -2.471, 2.491)  0.12
C (-1.458, -3.663, 2.904)  -0.85
C (-2.083, -4.521, 1.973)  -0.90
C (-2.097, -4.167, 0.588)  0.65
O (-2.722, -4.986, -0.307)  -0.59
O (-0.190, -1.586, 3.417)  -0.65
H (-1.439, -2.861, -0.933)  -0.26
H (-0.418, -1.256, 0.986)  -0.15
H (-1.520, -4.134, 3.795)  0.61
H (-2.548, -5.432, 2.276)  0.52
H (-2.594, -4.641, -1.152)  0.29
H (0.018, -0.724, 3.099)  0.29

Summary:
ΔE to the lowest compared entry with this formula, charge and spin: 24.6 kcal per mole
Kohn-Sham gap: 5.58 eV
HOMO energy: -7.424 eV
max |F|: 0.3041 hartree/bohr